<A>
{
  "formula": "C4H16N8O4",
  "method": "ωB97M-V with the def2-TZVPD basis set",
  "smiles": "NC(N)=O.NC(N)=O.NC(N)=O.NC(N)=O",
  "homo_ev": -8.97,
  "charge": 0,
  "mol_weight_da": 240.22,
  "elements": ["C", "O", "N", "N", "H", "H", "H", "H", "C", "O", "N", "N", "H", "H", "H", "H", "C", "O", "N", "N", "H", "H", "H", "H", "C", "O", "N", "N", "H", "H", "H", "H"],
  "coordinates": [[6.52, 19.75, -25.88], [7.69, 20.10, -26.04], [5.68, 20.40, -25.02], [6.03, 18.63, -26.42], [4.94, 19.94, -24.52], [5.83, 21.38, -24.82], [5.12, 18.33, -26.11], [6.67, 17.98, -26.86], [8.46, 13.32, -28.68], [9.17, 13.08, -27.71], [7.30, 12.65, -28.89], [8.79, 14.13, -29.74], [7.00, 11.95, -28.24], [6.72, 12.91, -29.66], [8.18, 14.26, -30.51], [9.76, 14.38, -29.73], [8.80, 17.51, -28.63], [7.87, 16.91, -28.09], [9.19, 17.35, -29.92], [9.32, 18.66, -28.09], [9.95, 17.86, -30.32], [8.76, 16.68, -30.53], [9.43, 19.38, -28.79], [8.98, 18.98, -27.20], [11.78, 19.97, -29.91], [11.81, 19.99, -28.68], [11.22, 20.95, -30.63], [12.35, 18.96, -30.62], [10.86, 21.75, -30.15], [11.38, 21.06, -31.62], [12.04, 18.78, -31.56], [12.81, 18.19, -30.17]],
  "mulliken_charge": [0.656, -0.711, -0.422, -0.285, 0.159, 0.219, 0.176, 0.242, 0.680, -0.646, -0.404, -0.386, 0.207, 0.148, 0.173, 0.209, 0.582, -0.751, -0.285, -0.250, 0.183, 0.187, 0.162, 0.166, 0.532, -0.580, -0.364, -0.459, 0.237, 0.175, 0.214, 0.236]
}

=====

<B>
{
  "formula": "C4H16N8O4",
  "method": "ωB97M-V with the def2-TZVPD basis set",
  "smiles": "NC(N)=O.NC(N)=O.NC(N)=O.NC(N)=O",
  "homo_ev": -8.80,
  "charge": 0,
  "mol_weight_da": 240.22,
  "elements": ["C", "O", "N", "N", "H", "H", "H", "H", "C", "O", "N", "N", "H", "H", "H", "H", "C", "O", "N", "N", "H", "H", "H", "H", "C", "O", "N", "N", "H", "H", "H", "H"],
  "coordinates": [[4.32, -20.00, 14.69], [5.44, -19.76, 15.02], [3.60, -20.92, 15.29], [3.79, -19.52, 13.62], [4.15, -21.32, 16.04], [2.65, -21.20, 15.07], [4.25, -19.06, 12.85], [2.78, -19.49, 13.53], [4.85, -16.83, 12.23], [4.97, -17.77, 11.56], [3.78, -16.44, 12.82], [5.85, -16.02, 12.48], [2.99, -17.07, 12.77], [3.96, -15.55, 13.26], [6.79, -16.38, 12.54], [5.62, -15.03, 12.44], [0.90, -19.24, 11.46], [1.47, -18.34, 12.09], [1.34, -20.44, 11.38], [-0.33, -19.06, 10.94], [2.34, -20.54, 11.51], [0.76, -21.13, 10.95], [-0.69, -18.15, 11.17], [-0.87, -19.84, 10.60], [-0.54, -23.40, 9.78], [-0.49, -22.71, 10.71], [-0.79, -24.62, 9.93], [-0.24, -23.06, 8.55], [-0.93, -25.19, 9.11], [-0.76, -24.99, 10.87], [-0.30, -23.78, 7.84], [-0.25, -22.05, 8.49]],
  "mulliken_charge": [0.525, -0.682, -0.408, -0.179, 0.225, 0.178, 0.228, 0.099, 0.644, -0.669, -0.321, -0.495, 0.362, 0.145, 0.205, 0.180, 0.556, -0.735, -0.214, -0.410, 0.268, 0.135, 0.224, 0.177, 0.691, -0.678, -0.431, -0.403, 0.142, 0.228, 0.172, 0.240]
}

=====

Result of the stability comparison: <A> is the most stable of them.

=====

<A>
{
  "formula": "C2H11O4",
  "method": "ωB97M-V with the def2-TZVPD basis set",
  "homo_ev": -3.79,
  "charge": -1,
  "mol_weight_da": 99.11,
  "elements": ["C", "O", "C", "H", "H", "H", "H", "H", "H", "H", "O", "H", "H", "O", "H", "H", "O"],
  "coordinates": [[-0.84, -0.21, 1.42], [-0.49, 0.12, 0.12], [0.49, -0.85, 2.13], [-1.47, -1.11, 1.36], [-1.12, 0.66, 2.04], [1.09, -1.32, 1.32], [0.17, -1.67, 2.79], [0.99, -0.17, 2.82], [1.67, 1.64, -1.37], [0.43, 0.74, -0.88], [1.06, 0.97, -1.68], [-1.80, 1.31, -0.92], [-1.18, 1.78, -1.94], [-1.68, 2.23, -1.22], [1.28, -0.92, -2.46], [0.65, -1.50, -1.29], [0.76, -1.70, -2.23]],
  "mulliken_charge": [-0.503, -0.750, -0.928, 0.298, 0.266, 0.195, 0.325, 0.239, 0.214, 0.536, -0.769, 0.326, 0.296, -0.671, 0.335, 0.308, -0.716]
}

=====

<B>
{
  "formula": "C2H11O4",
  "method": "ωB97M-V with the def2-TZVPD basis set",
  "homo_ev": -4.52,
  "charge": -1,
  "mol_weight_da": 99.11,
  "elements": ["C", "O", "C", "H", "H", "H", "H", "H", "H", "H", "O", "H", "H", "O", "H", "H", "O"],
  "coordinates": [[0.32, -0.80, 0.65], [-0.33, -0.13, -0.35], [-0.07, -0.27, 2.00], [1.47, -0.84, 0.38], [-0.01, -1.89, 0.60], [0.64, -0.60, 2.73], [-1.15, -0.53, 2.16], [-0.23, 0.80, 2.02], [-0.68, 2.86, -0.60], [-1.04, 1.34, -0.29], [-1.20, 2.39, -0.01], [0.19, -2.32, -1.94], [-0.85, -1.42, -1.37], [-0.81, -2.13, -2.00], [1.29, 1.92, -1.39], [0.81, 0.53, -1.15], [1.64, 1.09, -1.43]],
  "mulliken_charge": [0.051, -0.950, -1.316, 0.245, 0.198, 0.357, 0.246, 0.303, 0.225, 0.385, -0.706, 0.298, 0.412, -0.720, 0.240, 0.454, -0.722]
}

=====

Result of the stability comparison: <B> is the most stable of them.

=====

<A>
{
  "formula": "C5H5Cl",
  "method": "ωB97M-V with the def2-TZVPD basis set",
  "smiles": "C=C=C=C(C)Cl",
  "homo_ev": -8.77,
  "charge": 0,
  "mol_weight_da": 100.55,
  "elements": ["C", "C", "C", "C", "C", "Cl", "H", "H", "H", "H", "H"],
  "coordinates": [[-0.20, 0.53, -0.01], [0.90, 1.37, -0.07], [2.10, 2.26, -0.12], [-1.44, 0.13, 0.13], [-1.94, -1.32, 0.17], [-2.74, 1.27, 0.13], [3.01, 1.88, -0.24], [1.62, 3.30, -0.10], [-1.18, -1.94, -0.15], [-2.80, -1.65, -0.52], [-2.17, -1.59, 1.15]],
  "mulliken_charge": [0.278, -0.019, -0.886, 0.362, -1.130, -0.175, 0.353, 0.213, 0.366, 0.318, 0.320]
}

=====

<B>
{
  "formula": "C5H5Cl",
  "method": "ωB97M-V with the def2-TZVPD basis set",
  "smiles": "ClC1C=CC=C1",
  "homo_ev": -9.03,
  "charge": 0,
  "mol_weight_da": 100.55,
  "elements": ["C", "C", "C", "C", "C", "H", "H", "H", "H", "H", "Cl"],
  "coordinates": [[-1.02, 0.01, 0.37], [-0.15, -1.18, 0.05], [1.06, -0.77, -0.41], [1.09, 0.74, -0.37], [-0.11, 1.17, 0.04], [-1.22, -0.01, 1.48], [-0.47, -2.15, 0.36], [1.92, -1.43, -0.76], [1.99, 1.38, -0.51], [-0.35, 2.21, 0.12], [-2.73, 0.01, -0.38]],
  "mulliken_charge": [0.161, -0.538, -0.321, -0.326, -0.513, 0.261, 0.391, 0.338, 0.354, 0.400, -0.208]
}

=====

Result of the stability comparison: <B> is the most stable of them.

=====

<A>
{
  "formula": "C2H2ClNO3",
  "method": "ωB97M-V with the def2-TZVPD basis set",
  "homo_ev": [-2.15, -2.15],
  "charge": -2,
  "mol_weight_da": 123.49,
  "elements": ["C", "C", "N", "O", "O", "O", "Cl", "H", "H"],
  "coordinates": [[1.12, 0.69, 0.16], [-0.58, 0.63, 0.21], [-1.24, 2.06, 0.19], [1.66, 0.00, 1.01], [-1.05, 2.74, -0.82], [1.55, 1.37, -0.77], [-11.10, -0.22, 0.18], [-0.81, 0.41, 1.24], [-0.87, -0.09, -0.43]],
  "mulliken_charge": [0.477, -0.345, -0.113, -0.668, -0.287, -0.629, -1.000, 0.264, 0.300]
}

=====

<B>
{
  "formula": "C2H2ClNO3",
  "method": "ωB97M-V with the def2-TZVPD basis set",
  "homo_ev": -2.01,
  "charge": -2,
  "mol_weight_da": 123.49,
  "elements": ["C", "C", "N", "O", "O", "O", "Cl", "H", "H"],
  "coordinates": [[1.47, -1.30, 0.03], [1.76, 0.25, -0.19], [0.61, 1.02, -0.01], [0.37, -1.56, 0.52], [0.43, 2.29, -0.01], [2.38, -2.08, -0.20], [-9.45, 0.50, -0.04], [2.71, 0.61, -0.05], [-0.28, 0.27, -0.05]],
  "mulliken_charge": [0.558, -0.368, 0.190, -0.719, -0.676, -0.710, -1.000, 0.408, 0.317]
}

=====

Result of the stability comparison: <B> is the most stable of them.

=====

<A>
{
  "formula": "C5H3NO",
  "method": "ωB97M-V with the def2-TZVPD basis set",
  "smiles": "N#CC=C=O.C#C",
  "homo_ev": -9.93,
  "charge": 0,
  "mol_weight_da": 93.08,
  "elements": ["N", "C", "C", "C", "O", "C", "C", "H", "H", "H"],
  "coordinates": [[2.77, -0.81, -0.02], [1.89, -0.05, -0.01], [0.97, 1.02, 0.05], [-0.28, 1.19, 0.46], [-1.28, 1.65, 0.82], [-1.86, -0.94, -0.28], [-0.86, -1.58, -0.47], [1.35, 2.03, 0.18], [-2.73, -0.34, -0.10], [0.02, -2.16, -0.65]],
  "mulliken_charge": [-0.391, 0.354, -0.638, 0.713, -0.339, -0.428, -0.410, 0.303, 0.397, 0.440]
}

=====

<B>
{
  "formula": "C5H3NO",
  "method": "ωB97M-V with the def2-TZVPD basis set",
  "smiles": "N#C[C@@H]1CC1=C=O",
  "homo_ev": -9.64,
  "charge": 0,
  "mol_weight_da": 93.08,
  "elements": ["C", "C", "C", "C", "C", "N", "O", "H", "H", "H"],
  "coordinates": [[1.82, 0.70, -0.01], [0.54, -0.10, -0.46], [-0.90, -0.58, 0.40], [-1.09, -1.67, -0.28], [-0.56, 0.78, 0.24], [2.50, 1.29, 0.77], [-1.11, -2.86, -0.39], [0.37, -0.57, -1.35], [-0.32, 1.32, 1.19], [-1.25, 1.68, -0.11]],
  "mulliken_charge": [0.179, -0.290, -0.051, 0.400, -0.326, -0.432, -0.428, 0.459, 0.268, 0.221]
}

=====

<C>
{
  "formula": "C5H3NO",
  "method": "ωB97M-V with the def2-TZVPD basis set",
  "smiles": "C#CC(=C=N)C=O",
  "homo_ev": -9.14,
  "charge": 0,
  "mol_weight_da": 93.08,
  "elements": ["C", "C", "C", "C", "O", "N", "C", "H", "H", "H"],
  "coordinates": [[2.55, -0.29, -0.01], [1.36, -0.11, -0.07], [-0.05, 0.13, -0.07], [-0.71, 1.45, 0.02], [-1.92, 1.57, 0.00], [-1.89, -1.60, -0.29], [-0.96, -0.83, -0.18], [3.61, -0.44, 0.02], [-0.03, 2.31, 0.06], [-1.94, -2.20, 0.51]],
  "mulliken_charge": [0.264, -0.651, -0.233, -0.012, -0.518, -0.476, 0.529, 0.418, 0.385, 0.294]
}

=====

<D>
{
  "formula": "C5H3NO",
  "method": "ωB97M-V with the def2-TZVPD basis set",
  "homo_ev": -9.22,
  "charge": 0,
  "mol_weight_da": 93.08,
  "elements": ["N", "C", "C", "C", "O", "C", "C", "H", "H", "H"],
  "coordinates": [[2.97, -0.67, -0.13], [1.86, -0.33, -0.08], [0.52, 0.13, 0.01], [0.18, 1.54, 0.27], [-0.96, 1.94, 0.33], [-1.82, -1.02, 0.06], [-0.59, -0.66, -0.11], [1.05, 2.21, 0.41], [-2.57, -1.27, -0.68], [-0.65, -1.85, -0.08]],
  "mulliken_charge": [-0.435, 0.055, 0.246, 0.042, -0.519, -0.453, 0.129, 0.374, 0.281, 0.279]
}

=====

Result of the stability comparison: <C> is the most stable of them.